Entry from the Open Molecules 2025 dataset: 6 unconnected molecules or ions with the total composition C57H68F7N3O7P2S2 (ωB97M-V/def2-TZVPD).

## Properties
Gap between HOMO and LUMO   7.919 eV
Structure (SMILES)   CCCCCCCCC[C@@H]1[C@@](CCSc2nnco2)(PP(=O)(O)O)[C@H](CCCF)S(=O)(=O)O[C@@]1(c1ccccn1)[C@H](C)F.Fc1ccccc1.Fc1ccccc1.Fc1ccccc1.Fc1ccccc1.Fc1ccccc1

```
! RIJCOSX wB97M-V def2-TZVPD def2/J DEFGRID3
* xyz 0 1
C 0.3463 -3.4561 2.1450
C 1.6781 -2.8482 2.8815
C 2.4455 -1.6564 2.0175
C 2.9314 -0.5157 3.0952
C 3.7121 0.7684 2.4408
C 2.9602 1.4660 1.1633
C 2.6489 3.0925 1.3754
C 1.3539 3.4451 0.4321
C 0.0676 4.0835 1.2324
C -1.1578 3.0059 1.5153
C -2.5073 3.3011 0.5717
C -3.1702 4.7665 0.7791
C -4.4222 4.9260 1.7955
S -6.0654 5.3577 0.9181
C -7.4896 4.4006 1.6695
N -7.2287 3.4795 2.8412
N -8.3763 2.8163 3.2486
C -9.4235 3.3623 2.2929
O -8.9219 4.3349 1.2886
P -1.8122 3.4078 -1.2489
P -0.9451 1.6179 -2.0077
O -1.8200 1.0482 -3.2357
O 0.6194 2.0311 -2.7417
O -0.6852 0.2879 -0.9312
C -3.4962 2.0081 0.6224
C -4.9717 2.1917 -0.0697
C -5.5208 0.7730 -0.7654
C -4.8844 0.4872 -2.2487
F -4.0230 -0.7204 -2.1268
S -3.5640 1.1806 2.3442
O -3.7545 -0.3578 2.0253
O -4.8547 1.5492 3.1401
O -2.1180 1.2849 3.2022
C -1.4367 2.6159 3.0525
C -2.1482 3.7795 4.0228
C -1.7656 5.3437 3.8170
C -2.4938 6.4180 4.8742
C -3.4733 5.6142 5.9469
C -3.7325 4.0160 5.9884
N -3.0420 3.1241 5.0343
C 0.0516 2.2865 3.7526
C -0.2033 1.0936 4.8987
F 0.6243 3.4211 4.5004
H 0.4833 -3.7189 1.0076
H -0.6265 -2.7824 2.2856
H 0.0771 -4.4857 2.6843
H 1.3025 -2.3799 3.9131
H 2.4168 -3.7177 3.1799
H 1.6369 -1.2477 1.2416
H 3.3288 -2.1797 1.4527
H 1.9623 -0.1041 3.6121
H 3.5656 -1.0297 3.9629
H 3.8619 1.5791 3.3014
H 4.7909 0.3956 2.1444
H 3.5832 1.2605 0.1676
H 1.9153 0.9036 1.0466
H 2.3668 3.3175 2.4975
H 3.6295 3.7072 1.0968
H 1.7268 4.2726 -0.3439
H 1.1206 2.4951 -0.2064
H 0.5118 4.5621 2.2213
H -0.2830 5.0220 0.5824
H -0.7311 2.0003 1.0211
H -3.5439 5.1559 -0.2867
H -2.3322 5.5553 1.0972
H -4.5878 4.0631 2.5664
H -4.2011 5.8971 2.4563
H -10.4965 2.9146 2.4528
H -3.0334 3.6474 -2.0310
H 0.4830 2.7900 -3.4114
H -0.8585 -0.6036 -1.3565
H -2.9677 1.1671 -0.0436
H -5.7312 2.4217 0.7943
H -4.9067 3.0132 -0.9004
H -5.3066 -0.1711 -0.0866
H -6.7066 0.8049 -0.8995
H -5.7855 0.1889 -2.9723
H -4.3585 1.4115 -2.7382
H -1.0538 5.8313 3.0346
H -2.3034 7.5723 4.8693
H -4.0402 6.2841 6.7414
H -4.4563 3.5318 6.8043
H 0.7541 1.7972 2.9553
H -0.2053 0.0161 4.4439
H 0.7647 1.1507 5.5954
H -1.1101 1.3322 5.6068
F 5.8311 -1.8620 4.4195
C 7.0081 -1.9167 3.7822
C 7.7452 -3.0956 3.8064
C 8.9684 -3.1545 3.1386
C 9.4465 -2.0292 2.4626
C 8.7016 -0.8490 2.4484
C 7.4734 -0.7939 3.1068
H 7.3619 -3.9569 4.3437
H 9.5486 -4.0739 3.1450
H 10.4027 -2.0743 1.9457
H 9.0777 0.0268 1.9251
H 6.8773 0.1126 3.0984
F 0.8827 -5.6222 -5.1518
C 0.4961 -4.3519 -4.9741
C 1.4539 -3.3717 -4.7389
C 1.0522 -2.0482 -4.5589
C -0.3052 -1.7211 -4.6052
C -1.2594 -2.7130 -4.8368
C -0.8566 -4.0344 -5.0279
H 2.5031 -3.6458 -4.6980
H 1.7939 -1.2731 -4.3822
H -0.6184 -0.6894 -4.4603
H -2.3157 -2.4567 -4.8684
H -1.5842 -4.8165 -5.2178
F 8.3334 2.0087 0.7294
C 9.3110 2.1937 -0.1677
C 9.7737 3.4805 -0.4198
C 10.7951 3.6730 -1.3501
C 11.3353 2.5764 -2.0265
C 10.8605 1.2893 -1.7701
C 9.8470 1.0960 -0.8318
H 9.3364 4.3210 0.1090
H 11.1693 4.6743 -1.5487
H 12.1288 2.7275 -2.7552
H 11.2797 0.4378 -2.3008
H 9.4724 0.1014 -0.6137
F -0.5509 -6.1478 -0.2362
C -1.2681 -6.8352 -1.1349
C -0.8441 -6.8805 -2.4585
C -1.5878 -7.6004 -3.3935
C -2.7543 -8.2586 -2.9962
C -3.1743 -8.2030 -1.6664
C -2.4245 -7.4923 -0.7295
H 0.0599 -6.3562 -2.7504
H -1.2606 -7.6485 -4.4292
H -3.3365 -8.8163 -3.7268
H -4.0848 -8.7126 -1.3604
H -2.7315 -7.4461 0.3100
F -5.2843 -6.2879 -9.1249
C -5.1416 -5.2373 -8.3061
C -4.5864 -4.0596 -8.7944
C -4.4424 -2.9638 -7.9435
C -4.8455 -3.0617 -6.6095
C -5.3970 -4.2497 -6.1274
C -5.5512 -5.3415 -6.9814
H -4.2713 -4.0048 -9.8313
H -4.0167 -2.0360 -8.3176
H -4.7289 -2.2082 -5.9450
H -5.7062 -4.3249 -5.0877
H -5.9861 -6.2696 -6.6257
*
```

***

Entry from the Open Molecules 2025 dataset: a molecular structure, C57H71BrN6OPS3Ti (ωB97M-V/def2-TZVPD).

## Properties
Energy relative to the best compared isomer or geometry (same formula, charge and spin)   22.9 kcal/mol
Gap between HOMO and LUMO (alpha / beta)   6.593 / 6.594 eV

```
! RIJCOSX wB97M-V def2-TZVPD def2/J DEFGRID3
* xyz -1 1
Ti 0.3483 0.6651 -0.2394
C 1.2887 1.2144 -5.8099
C 1.8147 2.2848 -5.0938
C 2.0056 2.1805 -3.7203
C 1.6728 1.0125 -3.0439
C 1.1901 -0.0720 -3.7700
C 0.9856 0.0334 -5.1420
N 1.8240 0.9474 -1.6260
C 3.0526 0.5252 -1.1219
C 4.1716 0.1078 -1.8440
C 5.3226 -0.2891 -1.1846
C 5.3948 -0.2577 0.2050
C 4.2977 0.1660 0.9394
C 3.1323 0.5259 0.2849
N 1.9109 0.8877 0.8556
N 1.8416 1.3909 2.1311
C 0.6805 1.9611 2.2887
C 0.3816 2.7022 3.4868
C -0.7765 3.3810 3.5849
C -1.7399 3.3167 2.5174
C -1.4510 2.5744 1.4332
N -0.2630 1.9085 1.2614
H 1.1221 1.3003 -6.8781
H 2.0690 3.2079 -5.6030
H 2.4223 3.0065 -3.1540
H 0.9710 -0.9914 -3.2403
H 0.5914 -0.8174 -5.6895
H 4.1195 0.0740 -2.9265
H 6.1732 -0.6387 -1.7590
H 6.2978 -0.5756 0.7107
H 4.3140 0.1935 2.0238
H 1.1326 2.7132 4.2668
H -0.9912 3.9639 4.4746
H -2.6908 3.8291 2.5811
H -2.1737 2.4575 0.6345
C -6.6086 1.8444 -4.2603
C -5.5653 0.8932 -4.8685
C -6.1863 -0.5051 -4.9411
C -5.2283 1.3585 -6.2922
C -4.2919 0.8964 -4.0230
C -3.6091 -0.2669 -3.6965
C -2.4838 -0.2004 -2.8989
Br -1.6070 -1.8346 -2.5204
C -1.9838 0.9980 -2.3695
O -1.0007 0.9083 -1.4452
C -2.5831 2.2017 -2.8057
C -3.7326 2.0874 -3.5903
C -2.0944 3.6653 -2.6054
C -3.1990 4.5014 -1.9333
C -1.7892 4.2322 -4.0009
C -0.8269 3.8446 -1.7780
H -7.5439 1.7812 -4.8238
H -6.2777 2.8850 -4.2836
H -6.8144 1.5776 -3.2197
H -7.1612 -0.4464 -5.4321
H -6.3319 -0.9274 -3.9427
H -5.5670 -1.1959 -5.5190
H -6.1208 1.3340 -6.9264
H -4.4699 0.7099 -6.7384
H -4.8376 2.3805 -6.2875
H -3.9327 -1.2390 -4.0440
H -4.2076 3.0097 -3.9042
H -4.1081 4.5597 -2.5359
H -2.8390 5.5219 -1.7713
H -3.4659 4.0760 -0.9609
H -2.6669 4.2146 -4.6515
H -0.9986 3.6494 -4.4809
H -1.4498 5.2695 -3.9134
H -0.9785 3.5992 -0.7386
H -0.5299 4.8962 -1.8269
H -0.0069 3.2485 -2.1601
C -2.2701 -0.2805 6.5569
C -3.2388 0.1822 5.4486
C -2.5474 0.2368 4.0776
C -1.5653 -0.9320 3.9417
C -0.3923 -0.6971 4.9275
C -0.8342 0.0785 6.1819
P -0.9316 -1.1866 2.2231
C 0.2034 -2.6575 2.3819
C 1.6461 -2.2709 2.7518
C 2.6190 -3.3871 2.3266
C 1.9780 -4.7825 2.4590
C 0.9332 -4.7877 3.5749
C -0.2574 -3.8756 3.2102
C -2.3902 -1.9463 1.3338
C -3.2999 -2.9532 2.0923
C -4.6781 -2.3699 2.4062
C -5.4404 -1.9980 1.1231
C -4.4902 -1.4605 0.0303
C -3.2429 -0.8491 0.6618
H -2.3396 -1.3658 6.6873
H -2.5448 0.1687 7.5138
H -3.6365 1.1725 5.6902
H -4.0930 -0.5001 5.3993
H -1.9960 1.1698 3.9673
H -3.3031 0.2313 3.2942
H -2.0961 -1.8439 4.2266
H 0.4068 -0.1432 4.4247
H 0.0233 -1.6605 5.2282
H -0.7728 1.1559 5.9955
H -0.1538 -0.1394 7.0069
H 0.2577 -2.9629 1.3396
H 1.7258 -2.1087 3.8273
H 1.9260 -1.3346 2.2690
H 3.5160 -3.3322 2.9505
H 2.9315 -3.2188 1.2945
H 2.7450 -5.5359 2.6488
H 1.4886 -5.0641 1.5184
H 1.4001 -4.4457 4.5055
H 0.5685 -5.8018 3.7547
H -0.7653 -3.5704 4.1313
H -0.9733 -4.4567 2.6224
H -1.8967 -2.4848 0.5189
H -2.8361 -3.2954 3.0135
H -3.4327 -3.8455 1.4695
H -4.5577 -1.4839 3.0373
H -5.2602 -3.0875 2.9881
H -6.2026 -1.2501 1.3616
H -5.9696 -2.8770 0.7456
H -5.0030 -0.7292 -0.5971
H -4.1791 -2.2789 -0.6254
H -3.5522 -0.0930 1.3886
H -2.6418 -0.3280 -0.0810
S -1.4460 -6.9572 -1.3003
C -0.3175 -5.7248 -1.2925
S -0.7321 -4.1541 -0.7060
C 0.8764 -3.5277 -1.0505
N 1.6409 -4.4363 -1.5617
N 0.9771 -5.6656 -1.6890
C 1.7960 -6.7158 -2.2399
C 3.0442 -6.3709 -2.7692
C 3.8649 -7.3475 -3.3078
C 3.4690 -8.6785 -3.3312
C 2.2367 -9.0158 -2.7991
C 1.3968 -8.0487 -2.2526
S 1.3742 -1.9407 -0.6559
H 3.3585 -5.3400 -2.7454
H 4.8269 -7.0581 -3.7136
H 4.1141 -9.4387 -3.7561
H 1.9068 -10.0475 -2.8009
H 0.4433 -8.3333 -1.8414
*
```